[1]
Density functional theory data (ωB97M-V with the def2-TZVPD basis set) for the ion C21H30N3O4S with charge +1 in a non-equilibrium geometry.

The geometry in XYZ format:
```
59
Properties=species:S:1:pos:R:3:forces:R:3:lowdin_charge:R:1
C -2.4397 1.0347 -1.8346 0.254 0.028 -0.145 0.01
H 2.4311 2.7126 2.5958 -0.197 -0.084 0.082 0.17
C -1.2722 2.4389 -0.2743 -0.095 0.037 -0.164 0.03
C 2.0878 -3.2039 -3.3413 -0.111 -0.264 0.084 -0.07
H 0.8204 -5.5445 0.1425 -0.016 -0.124 -0.040 0.08
H 3.3261 2.8286 0.4086 0.048 0.127 0.021 0.12
H -4.3883 1.7382 0.8413 -0.122 0.001 0.088 0.11
H -3.8099 1.9578 3.7691 0.087 0.086 -0.063 0.11
H 2.0899 -2.8764 0.9552 0.205 -0.138 0.114 0.11
C -2.9672 1.3327 3.4800 -0.602 -0.529 0.228 0.02
N -1.8546 2.1677 3.0146 0.315 0.406 0.476 -0.13
H -4.4202 0.4948 -1.2728 -0.086 -0.062 -0.048 0.12
O 0.3982 3.0813 3.8438 0.053 0.139 0.206 0.08
H -0.2567 0.1534 -3.4116 0.014 0.148 -0.073 0.07
H 0.0210 -4.2492 1.0413 -0.055 -0.060 0.058 0.06
H -2.4807 0.4732 -2.7517 0.012 -0.065 -0.132 0.12
H 3.1178 -2.9898 -3.0664 0.116 0.009 0.002 0.08
N 1.7014 2.0622 2.3178 0.586 0.184 0.209 0.17
H 2.0850 -3.8565 -4.2100 0.030 -0.011 -0.150 0.08
C 0.5465 2.2388 2.9744 -0.540 -0.061 -0.115 -0.42
C -0.1582 1.2367 -3.5126 -0.031 -0.173 -0.255 -0.06
C -1.2961 1.7547 -1.4915 -0.117 0.075 0.196 -0.26
H -0.3820 3.0004 -0.0314 0.160 0.092 0.050 0.13
S 0.4105 -1.8312 -0.7780 0.441 0.368 0.274 0.68
H -0.9484 1.6300 -4.1570 0.028 0.020 0.016 0.10
C -3.5119 1.7274 0.2121 -0.010 0.034 0.027 -0.05
C 0.9776 -4.7215 0.8348 0.122 0.188 -0.082 -0.07
C -2.2609 3.1131 1.9143 -0.163 0.360 -0.715 -0.04
C -0.6727 1.3740 2.6256 0.605 -0.206 -0.065 -0.03
C -3.5333 1.0388 -0.9890 -0.038 0.029 0.116 -0.04
H 1.3859 -5.1204 1.7594 0.023 -0.094 0.082 0.08
H -3.2137 3.5617 2.1989 0.115 -0.052 0.134 0.14
H -3.2745 0.6599 2.6806 0.061 0.054 0.013 0.11
H 0.3091 -4.0269 -2.4501 0.125 -0.215 -0.013 0.12
H -1.4871 2.7610 3.7946 -0.143 -0.216 -0.285 0.17
H 1.8077 -4.8560 -1.9836 -0.084 0.065 0.134 0.13
H 2.9101 -4.1492 0.0350 -0.031 0.159 0.011 0.13
C -2.3653 2.4218 0.5817 0.020 0.016 -0.101 -0.23
H 3.6904 1.7206 -1.7483 0.052 0.046 -0.077 0.12
H -2.6601 0.7453 4.3435 0.129 0.055 -0.044 0.11
H 0.8112 1.4870 -3.9386 -0.064 -0.028 -0.029 0.10
H -0.7289 1.1145 1.5681 -0.087 -0.028 0.280 0.11
C 1.9381 -3.6934 0.2450 0.006 -0.208 0.591 -0.25
C 1.9544 1.3453 1.1314 0.015 -0.315 -0.628 -0.21
N 1.4597 -3.0810 -0.9759 -0.784 0.829 0.068 -0.26
H -1.5042 3.8987 1.8659 -0.026 -0.088 0.161 0.14
H 0.7400 -0.4035 1.5606 -0.113 0.044 0.152 0.10
O -0.4375 -1.9696 0.3799 0.321 -0.200 0.000 -0.29
C 1.4919 -0.4374 -0.4014 -0.427 -0.293 0.070 -0.23
O -0.1816 1.8619 -2.2403 -0.073 0.128 0.285 -0.08
C 3.0171 1.2792 -1.0308 -0.054 -0.158 0.004 -0.04
C 1.3389 0.1334 0.8468 0.110 0.080 0.184 -0.02
C 1.3606 -3.8821 -2.1871 -0.138 0.134 -0.748 -0.24
C 2.3222 0.1215 -1.3498 0.088 -0.048 -0.030 -0.04
O -0.2295 -1.5479 -2.0292 0.215 -0.280 -0.247 -0.28
C 2.8206 1.8998 0.1899 -0.163 -0.046 0.153 0.00
H 1.5819 -2.2784 -3.6010 0.006 0.077 -0.081 0.05
H 2.4177 -0.3430 -2.3166 0.070 -0.043 -0.201 0.11
H -0.6357 0.4597 3.2221 -0.060 0.076 -0.038 0.16
```
Forces are in eV/Å.

Output
Spin multiplicity ... 1
Energy ... -1681.406332 hartree
F_max ... 1.14 eV/Å
ΔE to the lowest compared entry with this formula, charge and spin ... 0.00 kcal per mole
HOMO-LUMO gap ... 9.124 eV
Structure (SMILES) ... CCN(CC)S(=O)(=O)c1cccc(NC(=O)C[N@H+](C)Cc2cccc(OC)c2)c1
Net charge ... +1
E_HOMO ... -11.40 eV

[2]
Density functional theory data (ωB97M-V with the def2-TZVPD basis set) for a structure of composition C21H30N3O6PRhS4.

The geometry in XYZ format:
```
66
Properties=species:S:1:pos:R:3:forces:R:3:lowdin_spin:R:1
C 4.8895 2.0460 -0.7241 -0.034 -0.034 -0.010 0.00
H 2.3267 1.9134 -1.7844 -0.040 0.000 -0.012 0.00
H -0.1226 -1.8913 -2.8145 0.026 -0.001 0.003 0.00
H -1.7353 4.4143 1.2109 -0.001 0.001 0.022 0.00
C 0.7524 -3.3818 -1.5407 0.018 -0.389 -0.130 0.00
H -5.4504 2.0392 2.1050 -0.022 -0.005 -0.004 0.00
C 1.8649 -0.3129 -0.4653 0.199 0.150 -0.010 0.00
H -3.4166 1.2844 0.8520 0.020 -0.016 0.072 0.00
C -0.0693 0.9487 -1.4216 0.283 0.255 0.163 0.00
C 2.9949 1.1299 -2.1431 -0.053 0.014 0.077 0.00
S -0.5802 -0.3470 2.5448 -0.079 -0.002 0.216 0.00
C 1.9825 -2.1559 -3.1756 -0.024 -0.194 -0.015 0.00
H -0.4356 -4.4128 -0.2460 0.075 0.031 0.073 0.00
S 1.9199 -1.6058 0.6597 0.242 0.116 0.286 0.01
H 4.5216 2.4285 -2.8199 -0.010 0.014 -0.007 0.00
H -4.6323 -0.2983 5.1101 0.001 0.001 -0.002 0.00
H -2.1366 -0.5498 5.0958 -0.002 0.001 0.000 0.00
H 2.7012 0.8440 -3.1544 -0.008 0.054 0.016 0.00
O 5.5926 -3.2336 -3.5277 -0.067 0.107 -0.011 0.00
S -2.8075 -1.8268 0.7525 -0.117 0.028 0.159 0.00
Rh -0.4198 -1.9410 0.8059 0.199 -0.211 -0.061 0.92
C -2.3145 1.9497 -1.7059 0.006 0.013 -0.011 0.00
C -3.2962 2.8658 -1.3687 -0.003 0.040 -0.038 0.00
C -2.7966 -1.4178 5.0410 0.003 0.001 0.007 0.00
H 2.0482 -1.3764 -3.9218 -0.015 0.013 -0.025 0.00
H 0.3145 0.5011 0.5408 0.000 0.181 0.011 0.00
C -1.1312 1.9012 -0.9756 -0.066 -0.012 -0.029 0.00
N 0.7491 0.5154 -0.3756 -0.040 0.047 -0.295 0.02
O 5.1023 -1.5268 -1.8588 -0.215 0.118 0.069 0.00
N -0.4035 -3.4956 -0.6812 -0.187 0.134 -0.061 0.00
H 5.9194 2.4010 -0.7430 -0.001 -0.001 -0.011 0.00
O -3.4935 0.3623 2.7122 0.016 0.003 0.047 0.00
H -4.2180 2.9019 -1.9337 -0.007 0.000 -0.004 0.00
H -4.7989 -2.0062 5.5495 0.000 -0.001 0.000 0.00
C -4.4815 2.4998 2.2933 -0.044 0.029 0.058 0.00
O -2.9347 -1.8337 3.6539 0.025 0.055 0.017 0.00
H 4.8436 1.2223 -0.0086 0.012 -0.011 -0.029 0.00
H -2.3826 2.0011 2.1032 -0.180 -0.149 0.076 0.00
C -3.3638 1.5659 1.9065 0.022 -0.107 0.140 0.00
C 1.8838 -4.1146 -1.2152 -0.091 -0.185 -0.114 0.00
H 4.2626 2.8573 -0.3434 -0.007 0.013 -0.002 0.00
C 3.0809 -3.8224 -1.8345 0.030 -0.113 0.008 0.00
C -3.0879 3.7523 -0.3185 0.165 0.090 -0.181 0.00
H 3.9914 -4.3351 -1.5521 0.003 0.020 0.002 0.00
H 3.5797 -0.7499 -1.4214 0.525 -0.143 0.298 0.00
C -4.1566 -1.1299 5.6277 0.000 0.001 -0.002 0.00
H -4.4123 3.4152 1.7036 -0.078 -0.161 0.193 0.00
C 3.1405 -2.8011 -2.7725 -0.057 0.117 -0.064 0.00
N 2.8359 -0.0484 -1.2851 -0.547 0.284 0.130 0.00
H 0.0052 2.7642 0.6339 -0.013 0.002 0.010 0.00
S 4.7509 -2.1195 -3.1639 0.157 -0.474 -0.255 0.00
C 4.4406 1.6015 -2.1114 0.057 -0.007 -0.015 0.00
H -4.0512 -0.8717 6.6823 0.000 0.000 0.000 0.00
C -0.9276 2.7805 0.0838 0.036 0.078 -0.119 0.00
O 4.5022 -1.1211 -4.1857 -0.049 0.097 0.007 0.00
H 5.0736 0.7969 -2.4879 -0.007 0.064 0.036 0.00
H -3.8469 4.4834 -0.0716 0.024 0.023 -0.059 0.00
H 1.8429 -4.8571 -0.4253 0.003 0.017 0.011 0.00
C 0.7713 -2.4484 -2.5561 -0.006 -0.006 -0.076 0.00
H -4.4167 2.7619 3.3489 -0.012 -0.014 0.027 0.00
H -2.3047 -2.2490 5.5421 0.001 0.000 0.000 0.00
O 0.0846 0.6167 -2.5697 -0.026 -0.085 -0.080 0.00
P -2.5253 -0.8672 2.4802 -0.204 -0.037 -0.130 0.01
H -1.2733 -3.4041 -1.1981 0.076 0.016 -0.130 0.00
C -1.9044 3.7125 0.4046 0.096 0.137 -0.248 0.00
H -2.4415 1.2746 -2.5418 -0.008 -0.006 0.004 0.00
```
Forces are in eV/Å.

Output
Spin multiplicity ... 2
Energy ... -3478.748179 hartree
F_max ... 0.63 eV/Å
ΔE to the lowest compared entry with this formula, charge and spin ... 8.16 kcal per mole
HOMO-LUMO gap (alpha / beta) ... 7.836 / 6.573 eV
E_HOMO (alpha / beta) ... -8.52 / -8.52 eV

[3]
Density functional theory data (ωB97M-V with the def2-TZVPD basis set) for an isolated molecule of C21H30N4O in a non-equilibrium geometry.

The geometry in XYZ format:
```
56
Properties=species:S:1:pos:R:3:forces:R:3:lowdin_charge:R:1
C 2.2629 2.7508 -1.7136 0.020 0.125 -0.143 -0.35
H 0.6115 -0.3204 3.6769 -0.007 0.067 0.016 0.12
C 2.9868 3.0274 -2.9997 0.049 -0.073 0.160 -0.06
H -0.2281 -1.1312 -0.2891 0.004 0.056 -0.048 0.13
C 2.2280 0.1133 2.3231 -0.193 -0.045 0.290 -0.15
C 1.7440 -0.3424 0.0150 -0.353 -0.475 -0.237 -0.28
H -2.7040 -0.8570 -2.5119 0.043 -0.075 -0.039 0.11
H 2.3153 -2.2501 0.8660 -0.022 -0.122 0.007 0.11
C -3.0824 2.0072 -0.0650 0.034 0.286 -0.210 -0.13
H 4.0331 2.7428 -2.9330 0.098 -0.012 -0.038 0.08
H 1.8211 0.1337 -0.9703 -0.030 -0.103 0.113 0.14
H -3.8653 -2.5493 -1.4356 -0.086 0.064 -0.135 0.11
H -1.7555 -3.8840 2.0600 0.125 -0.055 0.205 0.11
H 0.2968 2.9282 -0.8202 -0.109 -0.007 0.052 0.05
C -2.8291 -0.0239 -1.8388 0.030 -0.080 0.175 0.00
H 3.8345 -1.1404 -1.5504 -0.025 -0.118 -0.001 0.11
C -2.9424 -3.7282 0.1872 0.019 0.020 -0.163 -0.07
C -1.3470 -0.9872 2.1058 0.127 0.174 0.146 -0.13
O 4.6872 -1.0972 0.3248 0.384 0.165 0.356 -0.08
C -3.2667 -2.6309 -0.5500 -0.193 -0.320 -0.267 -0.09
H 2.5254 2.4751 -3.8179 -0.027 -0.019 -0.127 0.08
H 0.3108 2.4364 -2.5119 -0.079 -0.018 -0.090 0.08
C -2.1831 -3.2752 1.2887 -0.040 0.221 0.043 -0.03
N 2.5026 0.4917 0.9465 0.172 0.188 -0.023 -0.15
N -2.7532 -1.5156 0.0636 -0.092 -0.409 0.159 0.00
H 2.6658 -0.8729 2.4921 -0.003 0.046 0.092 0.12
N 0.0684 -0.8644 1.7481 0.067 -0.048 0.048 -0.13
H -0.2102 0.5737 0.2182 -0.026 -0.034 -0.001 0.12
C 3.8069 -1.6878 -0.5930 -0.321 -0.198 -0.211 -0.27
C 2.3542 1.9237 0.6900 -0.108 0.132 -0.054 -0.17
H -2.8895 1.4599 -3.3784 0.002 -0.005 -0.067 0.11
H -1.3787 -1.3964 3.1196 -0.074 0.033 -0.059 0.13
H 1.3151 2.2648 0.7909 0.082 0.024 0.040 0.10
C -2.8649 -0.2284 -0.4552 -0.093 0.879 -0.478 -0.27
H 1.7688 -2.3234 -0.8074 -0.077 -0.061 -0.009 0.12
H 2.7251 0.8240 2.9878 0.023 -0.046 -0.020 0.12
H 0.2913 1.0622 2.6051 -0.029 -0.044 0.035 0.12
H -1.8411 -0.0030 2.1073 0.153 -0.247 0.166 0.11
N -2.9947 0.7755 0.4032 -0.168 -0.547 0.120 0.13
H 3.9668 2.0542 -0.7524 0.178 -0.018 -0.111 0.12
H 4.2456 -0.2877 0.6389 -0.076 -0.077 -0.035 0.05
C 0.2543 -0.4182 0.3814 0.239 0.191 -0.186 -0.13
H 0.6575 4.1073 -2.0816 -0.062 0.084 -0.054 0.08
H -3.1200 3.3390 -1.7485 -0.016 0.103 -0.010 0.10
H -3.2152 -4.7425 -0.0269 -0.101 -0.154 -0.090 0.09
C 2.9092 2.2656 -0.6594 -0.061 0.060 0.204 -0.07
C 2.3594 -1.7434 -0.0967 0.350 0.348 -0.082 -0.12
C -2.9241 1.2688 -2.3155 -0.045 0.048 0.151 -0.07
H 4.1814 -2.7005 -0.7690 -0.076 0.076 -0.089 0.11
C -3.0509 2.3166 -1.4137 0.015 -0.050 -0.037 -0.07
C 0.7361 0.0491 2.6561 0.239 0.015 -0.030 -0.17
C -2.0868 -1.9140 1.2050 0.175 -0.046 0.456 -0.21
H -3.1834 2.7782 0.6881 -0.014 0.134 -0.019 0.11
H 2.9487 2.4424 1.4508 -0.121 -0.008 -0.008 0.13
H 2.9291 4.0877 -3.2444 -0.006 0.089 -0.085 0.08
C 0.7982 3.0722 -1.7718 0.104 -0.115 0.223 -0.06
```
Forces are in eV/Å.

Output
Spin multiplicity ... 1
Energy ... -1112.440407 hartree
F_max ... 1.00 eV/Å
ΔE to the lowest compared entry with this formula, charge and spin ... 62.93 kcal per mole
HOMO-LUMO gap ... 8.791 eV
Structure (SMILES) ... CC(C)=CCN1CCN(Cc2cccn2-c2ccccn2)C[C@@H]1CCO
E_HOMO ... -8.20 eV

[4]
Density functional theory data (ωB97M-V with the def2-TZVPD basis set) for a structure of composition C21H30N4O2 in a non-equilibrium geometry.

The geometry in XYZ format:
```
57
Properties=species:S:1:pos:R:3:forces:R:3:lowdin_charge:R:1
N 4.4699 -0.4321 1.3050 -1.468 3.054 0.569 -0.26
C 5.4139 1.9426 0.2523 -5.114 -9.341 -1.914 -0.13
C 5.4365 -1.0525 0.6653 3.874 -10.294 -3.671 -0.28
H 6.0657 -0.5999 -0.2206 -1.424 -0.096 2.106 0.15
H -2.2148 3.9425 0.0257 -0.117 -1.172 -0.972 0.10
C -4.7418 -0.1792 0.3627 -4.161 4.000 -0.249 -0.13
H -0.0933 -1.2031 0.3630 2.198 1.774 -1.810 0.20
O -0.1925 2.3518 -1.0603 14.784 5.870 -3.689 0.17
H 4.5992 -1.6201 -1.8795 1.390 2.828 -3.085 0.07
H 2.9752 -0.5696 -0.0795 0.459 2.079 1.443 0.06
C -6.0279 0.5437 0.3755 -0.695 -4.597 0.795 0.01
O 1.1949 -2.4780 -1.7822 -1.311 -5.148 -3.795 0.14
H 5.6987 2.7820 0.5946 2.400 5.708 2.986 0.04
N 2.7572 -1.3494 -0.5896 3.945 -5.051 -4.716 0.13
C 4.7610 -2.3796 -0.1264 4.310 -3.407 3.398 -0.22
C 1.5954 -1.7141 -1.0305 -2.552 8.746 3.458 -0.57
H 1.9314 2.7865 -0.3390 2.363 -0.055 2.474 0.09
H -3.6186 -1.7550 0.3989 0.421 -1.645 -0.181 0.09
C 0.6503 -0.5009 -0.5032 -8.588 -12.740 -2.635 -0.01
C 5.1342 0.7895 1.3675 -1.598 9.057 5.803 -0.28
C -2.3820 2.8946 -0.3640 -3.578 -2.347 5.290 0.15
H 6.0221 1.4710 -0.4512 1.952 -0.165 -1.102 0.08
H -8.1237 0.1490 0.8636 0.747 -0.957 -0.478 0.11
C -4.6707 -1.5826 0.4795 0.272 1.742 0.126 -0.03
C -3.5739 2.1135 0.3873 6.348 3.245 -5.507 0.10
C 3.9396 -2.1110 -1.3135 -2.143 0.452 5.966 -0.11
C -6.9510 -1.6738 0.9613 -2.198 -4.317 1.051 -0.13
H -5.5838 -3.3517 0.7696 0.538 -7.172 0.610 0.03
H 3.1822 3.7072 1.0024 -0.744 -2.521 -1.747 0.11
C -1.1813 2.0554 -0.7407 -15.530 -4.656 2.530 -0.53
H 3.5136 -1.9028 2.2325 -1.390 -2.577 -0.079 0.04
H -4.4102 2.5408 0.8032 -1.375 1.391 1.132 0.05
H 0.9951 0.1074 0.0397 5.574 8.942 7.208 -0.04
H 6.3614 -1.7390 1.4375 -2.242 2.328 -1.780 0.19
H 4.6972 -1.0595 3.1214 4.619 -0.561 4.474 0.02
N -1.5423 0.6702 -1.0124 -5.292 2.235 4.775 0.01
H 4.2419 2.6883 -1.2189 0.831 4.850 -5.005 0.02
H -6.2954 1.6182 0.3517 0.821 -0.815 -0.339 0.10
C 4.1105 2.0733 -0.5019 -2.527 -1.143 5.908 -0.22
H 3.1517 -0.2050 2.7680 0.133 -1.038 1.076 0.11
H -0.8248 -1.0784 -1.8222 0.240 1.506 -0.105 0.17
H 4.3254 -3.2481 0.5868 0.231 2.506 -1.079 0.14
H -7.8386 -2.3016 1.4624 1.729 1.559 -1.508 0.14
H 2.6653 1.9189 1.2621 -0.078 1.003 -1.203 0.04
H 3.8153 1.2062 -1.0440 -0.382 -1.257 0.173 0.09
H 5.9662 0.9311 2.0511 1.154 -1.500 0.017 0.10
C -3.6024 0.7770 0.0101 -5.801 0.501 4.295 -0.38
N -2.7106 0.1281 -0.4360 9.681 -4.459 -5.675 0.17
H 3.7095 -3.0486 -1.6941 -1.399 -1.205 -1.080 0.10
C -0.4754 -0.0888 -1.3861 -0.069 -5.969 -0.252 -0.22
H 5.6944 -3.0150 -0.3679 -0.936 1.079 -0.369 0.11
C -7.1629 -0.3762 0.6221 1.321 3.859 1.012 -0.11
H 4.4830 1.5278 2.1815 0.859 -1.659 -1.955 0.16
H -0.0633 0.5481 -2.0047 2.362 2.387 -4.462 0.08
C -5.7537 -2.4221 0.7764 -0.204 10.063 -0.697 -0.03
C 3.8695 -1.0361 2.6328 -2.496 4.799 -6.337 0.10
C 2.8830 2.6677 0.4309 -0.145 0.299 -1.201 -0.08
```
Forces are in eV/Å.

Output
Spin multiplicity ... 1
Energy ... -1187.079006 hartree
F_max ... 16.41 eV/Å
ΔE to the lowest compared entry with this formula, charge and spin ... 415.49 kcal per mole
HOMO-LUMO gap ... 7.773 eV
E_HOMO ... -8.45 eV

- Among the records above, which one has the highest spin multiplicity?
  C21H30N3O6PRhS4